# 1
200
Properties=species:S:1:pos:R:3:mulliken_charge:R:1 method="wB97M-V/def2-TZVPD" e_above_lowest_kcal_mol=13.79 homo_lumo_gap_ev=7.8
Na 0.66 0.56 -0.94 0.0609
Na 1.89 -3.57 0.87 0.2361
Na -2.52 -2.62 0.73 0.6938
P 0.07 -1.68 0.71 0.9994
O -0.29 -3.15 0.27 -1.2067
O 1.46 -1.23 0.18 0.3906
O -0.09 -1.57 2.24 -1.4143
O -0.98 -0.76 0.04 -0.4637
C -4.36 5.07 -2.15 -0.7877
O -3.96 4.02 -1.33 -0.4244
C -3.34 2.93 -1.98 -0.2258
C -2.79 1.88 -0.95 -1.0008
N -1.40 1.89 -0.47 2.6012
C -1.09 3.10 0.31 -1.2627
C 0.34 3.02 0.90 -0.3355
O 1.37 2.77 -0.07 0.0012
C 2.65 2.53 0.53 -0.6547
H -4.70 5.95 -1.61 0.3604
H -5.20 4.76 -2.78 0.2344
H -3.49 5.41 -2.70 0.3503
H -2.57 3.17 -2.71 0.3068
H -4.13 2.43 -2.54 0.1693
H -2.91 0.99 -1.58 -0.1764
H -3.56 1.67 -0.21 0.4790
H -1.26 1.04 0.06 -0.7017
H -1.70 3.29 1.20 0.4006
H -1.14 3.97 -0.35 0.0550
H 0.35 2.10 1.49 -0.0907
H 0.60 3.89 1.50 0.6598
H 3.41 2.53 -0.26 0.1954
H 2.71 1.56 1.03 -0.3030
H 3.00 3.36 1.15 0.6954
C -4.98 -0.66 -2.64 -0.2041
O -5.68 0.29 -3.42 -0.3550
C -5.48 0.19 -4.82 -0.2777
C -6.52 1.08 -5.52 -0.8783
N -6.21 2.51 -5.43 -0.2906
C -7.47 3.22 -5.73 -0.7489
C -7.21 4.72 -5.96 -0.7096
O -6.91 5.40 -4.78 -0.2439
C -6.29 6.63 -5.01 -0.7222
H -3.91 -0.48 -2.67 -0.2814
H -5.16 -1.67 -3.01 0.4960
H -5.24 -0.63 -1.58 0.1250
H -5.59 -0.83 -5.18 0.5797
H -4.46 0.48 -5.09 0.0186
H -7.39 0.91 -4.88 0.3280
H -6.77 0.82 -6.55 0.4733
H -6.00 2.76 -4.47 0.1043
H -8.17 3.23 -4.89 0.3447
H -8.09 2.83 -6.54 0.6042
H -8.13 5.13 -6.38 0.3788
H -6.39 4.70 -6.68 0.3329
H -5.61 6.67 -5.86 0.3472
H -5.75 6.86 -4.09 0.1900
H -7.07 7.37 -5.17 0.2939
C -0.69 -2.30 -2.91 0.3765
O -1.20 -1.76 -4.16 -0.5541
C -1.33 -0.35 -4.18 1.7223
C -0.66 0.24 -5.47 -1.1812
N 0.76 -0.06 -5.47 0.1238
C 1.51 0.43 -6.66 -0.3363
C 1.17 -0.24 -7.99 -0.8364
O 1.55 -1.58 -8.00 -0.2680
C 1.17 -2.33 -9.14 -0.8408
H -1.39 -2.15 -2.09 0.0705
H 0.23 -1.82 -2.60 -0.4197
H -0.54 -3.38 -2.94 0.1042
H -1.00 0.21 -3.31 -0.8299
H -2.38 -0.09 -4.08 -0.7769
H -0.73 1.32 -5.60 0.4574
H -1.13 -0.20 -6.35 0.5681
H 0.96 -1.05 -5.49 0.2749
H 2.59 0.33 -6.53 -0.1811
H 1.36 1.50 -6.81 0.3954
H 1.76 0.33 -8.71 0.5194
H 0.12 -0.10 -8.26 0.4247
H 1.67 -1.95 -10.03 0.3106
H 0.09 -2.33 -9.30 0.3284
H 1.48 -3.34 -8.90 0.2458
C 5.49 -4.60 5.42 -0.7093
O 4.35 -3.75 5.49 -0.3911
C 4.33 -2.92 4.38 -1.6890
C 3.01 -2.10 4.14 1.8543
N 2.09 -2.94 3.38 1.4957
C 1.53 -4.05 4.10 -0.4096
C 0.69 -5.01 3.22 -0.7234
O 1.52 -5.83 2.31 -0.1101
C 2.24 -6.89 2.95 -0.6929
H 5.52 -5.27 6.28 0.2720
H 6.38 -3.98 5.41 0.3205
H 5.31 -5.23 4.55 0.2575
H 4.45 -3.52 3.48 0.4851
H 5.15 -2.20 4.41 0.6414
H 2.97 -1.35 3.35 -0.1102
H 2.74 -1.64 5.08 -1.1234
H 1.41 -2.26 3.05 -0.8569
H 0.80 -3.68 4.82 0.0828
H 2.25 -4.68 4.63 0.4449
H 0.03 -4.43 2.58 -0.0589
H -0.06 -5.55 3.80 0.6083
H 2.59 -7.64 2.24 0.2826
H 1.68 -7.33 3.77 0.3156
H 3.14 -6.43 3.37 0.1079
C -2.44 -3.44 6.68 -0.6880
O -1.86 -2.15 6.37 -0.3955
C -1.64 -1.91 4.98 0.5005
C -2.90 -1.20 4.38 -0.4188
N -2.68 -1.27 2.92 0.6871
C -3.58 -0.30 2.18 -0.0283
C -4.93 -0.99 1.91 -0.7768
O -4.92 -2.04 0.96 -0.2019
C -6.18 -2.71 0.77 -0.9504
H -1.87 -4.33 6.42 0.2144
H -3.42 -3.51 6.19 0.2748
H -2.57 -3.51 7.76 0.2885
H -1.31 -2.79 4.44 0.0476
H -0.88 -1.13 4.92 -0.7081
H -3.00 -0.18 4.74 0.3398
H -3.84 -1.64 4.72 0.2523
H -1.70 -1.16 2.72 -0.2247
H -3.00 -0.04 1.30 -0.4164
H -3.78 0.64 2.68 0.6522
H -5.58 -0.23 1.47 0.5209
H -5.39 -1.32 2.84 0.4221
H -7.04 -2.05 0.69 0.3110
H -6.39 -3.47 1.52 0.3129
H -5.95 -3.36 -0.08 0.3002
C 2.43 1.50 3.83 -0.0501
O 2.65 1.07 5.13 -0.4880
C 1.42 0.86 5.84 0.3330
C 1.71 0.24 7.21 -1.0695
N 2.54 1.10 8.07 -0.4149
C 1.85 2.26 8.66 -0.3875
C 0.57 1.88 9.47 -0.5345
O 0.06 2.93 10.22 -0.4019
C 0.86 3.10 11.37 -0.7852
H 1.89 2.44 3.91 0.3822
H 1.81 0.76 3.33 -0.2547
H 3.34 1.63 3.24 0.0660
H 0.88 0.15 5.22 -0.2181
H 0.89 1.80 6.03 0.6258
H 2.34 -0.62 7.02 0.1589
H 0.85 -0.23 7.69 0.4609
H 3.31 1.40 7.49 0.2986
H 1.66 3.08 7.97 0.2695
H 2.59 2.67 9.35 0.4340
H 0.61 0.89 9.91 0.3994
H -0.24 1.73 8.75 0.2364
H 0.29 3.59 12.16 0.2928
H 1.72 3.76 11.25 0.2829
H 1.11 2.15 11.83 0.3386
C 5.46 1.55 -5.57 -0.7415
O 4.60 1.80 -4.53 -0.2915
C 4.18 0.60 -3.79 -1.2942
C 3.27 0.92 -2.59 0.5030
N 1.93 1.36 -3.04 1.5920
C 1.96 2.80 -3.37 -0.7083
C 0.57 3.31 -3.70 0.6335
O 0.66 4.74 -3.84 -0.5275
C 0.68 5.52 -2.62 -0.4201
H 6.36 1.05 -5.20 0.2996
H 5.83 2.43 -6.09 0.2398
H 4.89 1.00 -6.32 0.2505
H 5.06 0.06 -3.43 0.7458
H 3.65 -0.03 -4.50 0.3567
H 3.85 1.62 -1.99 0.1004
H 3.15 0.03 -1.98 -0.7629
H 1.80 0.93 -3.95 -0.8389
H 2.53 2.92 -4.29 0.1649
H 2.42 3.39 -2.58 0.4372
H -0.24 3.09 -3.02 -0.2756
H 0.29 2.94 -4.69 -0.1644
H -0.20 5.37 -2.00 0.0725
H 0.80 6.58 -2.82 0.3910
H 1.47 5.21 -1.93 0.1620
C 5.97 1.25 2.08 -0.3191
O 6.07 0.24 1.09 -0.5383
C 4.98 -0.67 1.15 1.5023
C 5.02 -1.57 -0.08 -0.9853
N 3.82 -2.36 -0.33 0.4658
C 3.88 -2.97 -1.68 -0.6888
C 2.57 -3.71 -1.97 0.0693
O 2.44 -4.80 -0.98 -0.4156
C 1.29 -5.56 -1.27 -0.5402
H 5.02 1.77 1.95 -0.1124
H 6.79 1.96 1.95 0.3381
H 6.09 0.88 3.10 0.2538
H 4.05 -0.13 0.96 -0.7169
H 4.94 -1.24 2.08 -0.2208
H 5.89 -2.21 0.06 0.4177
H 5.24 -0.95 -0.95 0.1189
H 2.95 -1.86 -0.24 -0.0494
H 4.73 -3.65 -1.73 0.5343
H 3.99 -2.18 -2.42 0.0187
H 2.76 -4.08 -2.97 0.7130
H 1.69 -3.08 -1.85 -0.3051
H 1.07 -6.12 -0.36 0.1607
H 1.58 -6.23 -2.08 0.3392
H 0.44 -4.93 -1.51 0.0082

=====

# 2
147
Properties=species:S:1:pos:R:3:mulliken_charge:R:1 method="wB97M-V/def2-TZVPD" homo_lumo_gap_ev=5.8 total_charge=+1
F -6.81 -0.36 0.96 -0.2781
C -5.96 -1.43 0.55 0.9234
F -5.37 -1.97 1.74 -0.1751
F -6.72 -2.40 -0.14 -0.1972
C -4.86 -0.79 -0.42 0.1444
C -4.93 0.68 -0.94 -0.4880
C -3.88 1.32 -1.88 -0.7317
C -2.67 0.45 -2.29 -0.5241
C -2.60 -1.00 -1.75 0.1960
C -1.32 -1.90 -2.14 1.0000
F -0.88 -1.64 -3.49 -0.2712
F -1.69 -3.28 -2.10 -0.2739
C -0.06 -1.59 -1.14 0.1911
C 1.13 -2.51 -1.31 -0.3487
C 2.34 -2.18 -0.40 -0.5519
C 2.02 -0.97 0.47 0.1065
N 0.79 -0.32 0.45 0.0768
N -0.29 -0.52 -0.28 -0.3526
C -3.65 -1.67 -0.83 -0.4934
H -5.83 1.30 -0.58 0.3458
H -4.07 2.40 -2.20 0.3936
H -1.89 0.91 -2.96 0.4039
H 1.12 -3.36 -2.05 0.4176
H 3.32 -2.75 -0.38 0.4127
H 2.85 -0.59 1.18 0.4224
H 0.69 0.48 1.12 0.3240
H -3.54 -2.76 -0.49 0.3668
C 6.99 -0.01 3.60 -1.3585
C 6.33 0.62 2.38 0.6268
C 5.85 2.03 2.68 -1.2323
O 5.22 -0.18 1.98 -0.5313
H 6.29 -0.08 4.43 0.3379
H 7.32 -1.03 3.37 0.3642
H 7.86 0.58 3.92 0.3699
H 7.04 0.64 1.55 0.0434
H 5.11 2.03 3.48 0.4607
H 5.37 2.46 1.80 0.1939
H 6.69 2.68 2.97 0.3467
H 4.59 -0.21 2.72 0.3185
C 9.63 4.36 -0.41 -1.3510
C 8.87 3.07 -0.18 0.4320
C 8.62 2.33 -1.49 -0.6232
O 7.61 3.36 0.44 -0.3815
H 9.07 5.04 -1.06 0.1165
H 9.79 4.89 0.53 0.3684
H 10.60 4.17 -0.87 0.4050
H 9.43 2.43 0.51 0.3296
H 8.03 2.94 -2.17 -0.0975
H 8.06 1.41 -1.31 0.2610
H 9.57 2.08 -1.98 0.2500
H 7.11 3.93 -0.17 0.2926
C -5.53 -7.09 2.18 -1.4197
C -4.81 -6.06 3.03 0.5811
C -5.15 -4.64 2.59 -1.2909
O -3.40 -6.27 2.93 -0.5458
H -5.23 -7.00 1.13 0.3246
H -5.27 -8.10 2.49 0.3507
H -6.61 -6.97 2.24 0.3755
H -5.09 -6.20 4.08 0.4361
H -4.84 -4.47 1.56 0.1524
H -4.61 -3.92 3.21 0.3313
H -6.22 -4.45 2.67 0.3699
H -3.15 -6.15 2.01 0.3252
C 5.03 2.70 -3.68 -1.3114
C 4.70 4.10 -3.17 0.3372
C 4.65 5.10 -4.31 -1.1665
O 5.68 4.50 -2.22 -0.3767
H 6.01 2.68 -4.16 0.3121
H 5.07 1.99 -2.85 0.2758
H 4.28 2.36 -4.40 0.4361
H 3.73 4.08 -2.66 0.2787
H 5.62 5.17 -4.81 0.2887
H 4.42 6.10 -3.93 0.1669
H 3.89 4.83 -5.05 0.4654
H 6.54 4.52 -2.67 0.2312
C -9.52 -1.55 -1.72 -1.2336
C -9.63 -0.23 -0.99 0.9750
C -10.54 -0.35 0.23 -1.0480
O -10.16 0.76 -1.87 -0.5869
H -10.50 -1.89 -2.09 0.4159
H -8.88 -1.45 -2.60 0.2946
H -9.10 -2.33 -1.08 0.2641
H -8.64 0.11 -0.68 -0.2914
H -11.55 -0.64 -0.06 0.3602
H -10.62 0.61 0.74 0.3572
H -10.15 -1.09 0.93 0.0883
H -11.04 0.47 -2.15 0.3652
C 12.91 0.06 -1.70 -1.3652
C 11.42 -0.21 -1.74 0.8541
C 11.11 -1.69 -1.56 -1.4326
O 10.89 0.22 -2.99 -0.5455
H 13.43 -0.48 -2.50 0.3382
H 13.11 1.12 -1.84 0.3356
H 13.34 -0.25 -0.74 0.3720
H 10.91 0.36 -0.96 0.0695
H 11.57 -2.29 -2.36 0.3576
H 10.04 -1.87 -1.60 0.3315
H 11.49 -2.06 -0.60 0.3669
H 11.33 -0.28 -3.69 0.3447
C -6.52 0.95 -5.86 -1.4388
C -5.80 1.99 -5.01 0.7210
C -6.14 3.40 -5.45 -1.3636
O -4.39 1.78 -5.11 -0.5114
H -6.22 1.04 -6.91 0.3806
H -6.25 -0.06 -5.54 0.3219
H -7.60 1.07 -5.79 0.3707
H -6.07 1.85 -3.96 0.1447
H -5.83 3.57 -6.48 0.3506
H -5.60 4.13 -4.83 0.3310
H -7.21 3.59 -5.37 0.3745
H -4.13 1.90 -6.03 0.3335
C 5.32 8.97 -1.92 -1.4577
C 6.27 7.78 -2.00 0.7477
C 7.64 8.12 -1.44 -1.2903
O 6.40 7.37 -3.36 -0.4738
H 5.71 9.81 -2.51 0.3515
H 4.35 8.72 -2.34 0.3630
H 5.19 9.30 -0.89 0.3684
H 5.84 6.94 -1.45 0.1636
H 8.10 8.93 -2.01 0.3861
H 8.31 7.26 -1.51 0.2334
H 7.57 8.42 -0.39 0.3674
H 6.78 8.10 -3.86 0.2979
C -1.89 -6.07 6.38 -1.1145
C -2.62 -7.28 6.93 0.3255
C -1.72 -8.51 6.97 -1.2486
O -3.76 -7.56 6.12 -0.5269
H -1.55 -6.25 5.36 0.2304
H -2.55 -5.20 6.35 0.2846
H -1.02 -5.82 7.00 0.4066
H -2.99 -7.07 7.94 0.2964
H -1.38 -8.77 5.96 0.3063
H -2.26 -9.37 7.36 0.3109
H -0.84 -8.33 7.60 0.3877
H -3.45 -7.75 5.22 0.3331
C -10.35 -3.00 4.82 -1.4405
C -10.47 -1.79 3.91 0.7426
C -10.90 -0.56 4.69 -1.2986
O -11.41 -2.05 2.88 -0.5268
H -11.32 -3.24 5.28 0.3659
H -10.05 -3.88 4.24 0.3392
H -9.62 -2.84 5.61 0.3713
H -9.50 -1.60 3.43 0.1451
H -11.88 -0.71 5.15 0.3306
H -10.99 0.31 4.03 0.3085
H -10.18 -0.32 5.49 0.3733
H -12.27 -2.22 3.30 0.3296